# 1
DFT (wB97M-V/def2-TZVPD) results for C6H10INO as an isolated structure in a non-equilibrium geometry.

Computed properties:
**E_LUMO (alpha / beta)**: 0.0 / -0.2 eV
**Frontier orbital gap (alpha / beta)**: 8.06 / 7.31 eV
**E**: -18018.3683 eV
**ΔE to the lowest compared entry with this formula, charge and spin**: 2.1635 eV

The geometry in XYZ format:
```
19
Properties=species:S:1:pos:R:3:nbo_charge:R:1
C 0.66 0.15 -1.84 0.816
C 0.95 -0.13 0.55 -0.382
C 1.72 -1.36 0.23 -0.308
C -0.02 0.18 -0.58 -0.261
C -0.52 1.68 -0.42 -0.579
C -1.33 -0.70 -0.69 -0.595
N 2.44 -1.26 -0.97 -0.670
O 0.53 0.69 -2.85 -0.439
I 4.05 -0.03 -0.87 0.224
H 0.42 -0.14 1.54 0.226
H 1.61 0.87 0.70 0.216
H 2.35 -1.55 1.08 0.205
H 0.97 -2.05 0.07 0.197
H 0.33 2.35 -0.27 0.223
H -1.25 1.76 0.40 0.221
H -1.05 1.95 -1.37 0.217
H -1.65 -1.12 0.34 0.232
H -1.07 -1.54 -1.45 0.231
H -2.07 0.02 -0.99 0.225
```

# 2
DFT (wB97M-V/def2-TZVPD) results for a 10-piece molecular cluster, C5H27N2O9 overall in a non-equilibrium geometry.

Computed properties:
**E_LUMO**: -2.6 eV
**Frontier orbital gap**: 10.38 eV
**E**: -27025.7330 eV
**ΔE to the lowest compared entry with this formula, charge and spin**: 0.3214 eV
**Charge**: +1

The geometry in XYZ format:
```
43
Properties=species:S:1:pos:R:3:nbo_charge:R:1
C -0.83 2.19 -3.17 -0.622
C -0.44 0.71 -3.13 -0.452
C 0.09 0.29 -1.80 0.170
C -0.51 -0.58 -0.94 -0.087
N 0.38 -0.66 0.13 -0.462
C 1.40 0.13 -0.03 0.281
N 1.29 0.66 -1.24 -0.483
H -1.69 2.53 -2.60 0.229
H -1.18 2.39 -4.19 0.233
H 0.12 2.73 -3.16 0.207
H 0.32 0.55 -3.91 0.226
H -1.16 -0.07 -3.38 0.260
H -1.44 -1.09 -1.09 0.272
H 0.18 -1.18 0.97 0.462
H 2.22 0.16 0.66 0.264
H 1.78 1.46 -1.61 0.444
H -0.05 -3.94 1.48 0.450
H 0.42 -3.26 2.66 0.465
O 0.60 -4.08 2.18 -0.915
H 0.24 -1.21 3.41 0.495
H 1.05 -1.41 4.79 0.499
O 1.07 -1.45 3.84 -0.999
H -3.17 2.11 0.88 0.489
H -1.67 2.32 0.86 0.487
O -2.36 1.79 1.28 -0.971
H 2.50 -0.13 3.02 0.490
H 3.82 -0.92 2.79 0.486
O 3.42 -0.05 2.78 -0.973
H 0.68 2.97 1.72 0.485
H 1.11 3.18 0.36 0.487
O 0.67 2.50 0.89 -0.962
H 4.13 3.22 1.16 0.479
H 4.09 1.93 0.44 0.469
O 4.00 2.88 0.26 -0.945
H -4.56 -2.30 -0.36 0.482
H -3.68 -2.10 -1.63 0.485
O -3.88 -1.74 -0.76 -0.963
H -1.46 0.03 2.10 0.532
H -1.93 -1.44 2.60 0.509
O -1.24 -0.91 2.20 -1.010
H -1.56 -2.75 -4.27 0.490
H -1.13 -3.01 -2.81 0.479
O -1.65 -2.43 -3.37 -0.963
```